1.
# C36H43CuN2

C36H43CuN2 as an isolated structure (ωB97M-V/def2-TZVPD, OMol25).

```
82
C36H43CuN2 | OMol25 | ωB97M-V/def2-TZVPD
Cu 0.6738 -0.3466 0.4173
N -0.9973 0.4313 1.4671
N -0.2261 0.5763 -1.2711
C -2.3834 0.1669 3.5848
C 0.0869 -4.4611 -1.3519
C 1.2814 0.9380 -4.6065
C -1.8042 2.8934 -2.3930
C 2.2291 -5.3849 -0.7584
C 1.6579 -3.0956 -0.0751
C 0.3813 1.7693 -5.2719
C -3.5986 -1.6943 2.3270
C -0.0963 1.0105 4.9551
C 3.5504 0.2585 -2.6382
C -1.3460 4.3562 -2.4362
C 3.8440 -4.0132 0.5236
C 1.9473 -1.8328 0.5611
C -2.3394 0.2683 4.9759
C 2.1614 -1.7294 -3.3036
C -1.2050 0.4868 2.7976
C -4.5630 0.7459 2.3534
C 3.1999 -1.7625 1.1512
C 1.0153 -5.5288 -1.3684
C 0.9316 2.8109 2.2414
C -1.5326 0.3730 -0.8619
C -3.7149 -0.3388 3.0482
C 4.1350 -2.8256 1.1357
C -0.8412 2.0115 -3.1800
C -1.2312 0.6752 5.6928
C 0.4066 -3.2879 -0.7259
C -3.2563 2.7833 -2.8581
C -0.6543 2.3099 -4.5258
C 2.4513 1.4516 3.7072
C 1.1842 1.4313 2.8591
C -0.0576 0.9407 3.5801
C 2.1469 -0.3476 -2.6481
C 2.5819 -4.1753 -0.1014
C 1.1291 0.5814 -3.2795
C -1.9144 0.2446 0.4320
C -0.0062 1.0397 -2.5284
H -0.8747 -4.5714 -1.8393
H 1.1637 -2.1744 -3.2951
H 0.7644 -6.4583 -1.8677
H 3.5532 1.2226 -2.1236
H -4.9165 1.4524 3.1100
H 2.8297 -2.4060 -2.7608
H -1.9683 4.9763 -1.7807
H 5.1016 -2.6923 1.6148
H 2.6270 0.4854 4.1874
H -4.5354 -1.9549 1.8202
H 4.5578 -4.8312 0.5036
H 1.8541 -0.4951 -1.6126
H -2.7963 -1.7283 1.5948
H 2.4997 -1.6718 -4.3454
H -2.2958 0.1957 -1.6244
H -0.2919 -2.4544 -0.7133
H -1.4075 4.7686 -3.4490
H -5.4413 0.3057 1.8655
H 3.3126 1.6767 3.0708
H -3.3877 -2.4698 3.0688
H 1.3781 0.7544 2.0225
H -2.9457 -0.0135 0.5870
H -4.0182 1.3217 1.6111
H -1.2444 0.7286 6.7752
H -3.9101 3.4290 -2.2618
H -4.2944 -0.5683 3.9464
H 0.7209 3.5462 3.0266
H 4.2480 -0.4070 -2.1191
H 0.0785 2.7598 1.5625
H -1.3201 3.0337 -4.9916
H -3.6193 1.7579 -2.7719
H -1.7680 2.5854 -1.3519
H 2.4158 2.2198 4.4884
H -0.3087 4.4414 -2.1049
H 2.1307 0.5317 -5.1507
H 3.9267 0.4200 -3.6554
H 3.5007 -0.8467 1.6565
H 0.7894 1.3468 5.4844
H 2.9494 -6.1984 -0.7686
H 0.5087 2.0127 -6.3202
H -3.2428 -0.0003 5.5195
H 1.8028 3.1528 1.6710
H -3.3536 3.0865 -3.9066
```

Values from the calculation:
HOMO energy in eV: 0.381
Orbital gap in eV: 4.5
Total energy in eV: -85649.942
Charge: -2

=====

2.
# C36H43IrN7OSe2

C36H43IrN7OSe2 as an isolated structure (ωB97M-V/def2-TZVPD, OMol25).

```
90
C36H43IrN7OSe2 | OMol25 | ωB97M-V/def2-TZVPD
Ir 0.8821 -0.9193 0.5626
Se 0.5897 -3.2867 -0.3039
Se -2.7751 -3.1430 -0.4391
O -4.2011 1.6385 -3.6937
N -0.4842 -1.3298 2.2205
N 2.5612 -1.3945 1.6824
N -2.4686 0.9710 -1.6248
N 3.5262 -0.4388 1.8122
N 0.9084 0.8725 1.4831
N -1.4258 -0.4225 2.5634
N -0.6242 -0.2847 -0.6122
C -1.7176 -2.1418 3.9068
C 1.7240 2.6679 2.8935
C 2.2353 -4.0445 -1.0309
C -2.1762 -0.8898 3.5915
C -4.3516 0.3945 -3.0423
C 1.7403 -0.0300 -2.2616
C 1.9236 1.4569 2.1618
C 0.7921 0.7184 -4.8004
C -0.3524 -3.5412 -2.0102
C -0.3661 1.5189 1.4758
C 3.1999 -2.5572 1.6702
C -2.8905 2.7514 1.3377
C 5.1644 3.5016 4.2107
C 4.0421 2.8047 3.5103
C 2.7433 3.3267 3.5187
C -1.5027 0.8595 1.9568
C -2.8752 -5.0827 -0.4255
C -1.4930 0.3082 -1.0890
C 0.8099 1.6345 -3.7548
C 3.2329 0.8790 2.2536
C 2.2794 -0.4075 -0.9189
C -3.8619 0.4866 -1.6074
C -4.2468 3.3931 1.2604
C 1.2626 -0.5683 -4.5797
C 4.7479 -1.0257 1.8301
C 4.2391 1.5662 2.9074
C 1.2690 1.2610 -2.5016
C -2.7444 1.4706 1.8637
C 4.5799 -2.3819 1.7497
C -2.2475 2.2052 -2.3981
C -2.8429 2.0211 -3.7835
C 1.7394 -0.9288 -3.3261
C -0.6576 -2.3684 3.0197
C -0.5143 2.7816 0.9164
C -1.7376 -2.9402 -2.0769
C -1.7537 3.3984 0.8653
H -4.8652 2.9109 0.5003
H -5.4106 0.1444 -3.0632
H -1.1795 2.4081 -2.4455
H -4.4617 1.2151 -1.0567
H 2.9052 -4.3362 -0.2319
H 2.7721 0.4742 -0.4974
H 0.7302 3.0786 2.9543
H 2.5395 4.2495 4.0459
H -2.8126 2.9608 -4.3321
H 0.4874 2.6543 -3.9304
H 1.2864 -1.2831 -5.3923
H -3.2348 -5.4382 -1.3878
H -2.2848 -3.4002 -2.9005
H -3.7930 -0.3845 -3.5791
H 5.6518 -0.4537 1.9271
H -2.7480 3.0226 -1.8733
H 5.2184 1.1224 3.0035
H -3.6204 0.9348 2.2094
H -0.3998 -4.6289 -2.0667
H -4.1702 4.4485 1.0072
H -4.7763 3.3076 2.2091
H -1.6795 -1.8743 -2.2686
H 2.6309 -3.4690 1.6192
H -3.9126 -0.4749 -1.0999
H -1.9077 -5.5173 -0.1854
H -2.9493 -0.2875 4.0359
H -1.8352 4.3947 0.4491
H -2.2676 1.2666 -4.3364
H 2.9916 -1.2321 -0.9628
H 0.4461 1.0139 -5.7817
H -3.5920 -5.3551 0.3448
H 5.1950 3.1988 5.2606
H -0.0131 -3.2283 2.9359
H 0.3610 3.2847 0.5247
H 0.2842 -3.1727 -2.8128
H 2.1531 -1.9205 -3.1850
H 6.1279 3.2588 3.7661
H 2.7279 -3.3540 -1.7079
H 5.0303 4.5817 4.1858
H 5.3461 -3.1363 1.7597
H 1.2975 1.9910 -1.6968
H -2.0822 -2.7948 4.6794
H 1.9318 -4.9412 -1.5672
```

Values from the calculation:
HOMO energy (spin up / spin down) in eV: -13.113 / -13.157
Orbital gap (spin up / spin down) in eV: 8.2 / 5.8
Total energy in eV: -184026.121
Multiplicity: 2
Energy above the lowest of the compared OMol25 structures with the same formula, charge and spin in eV: 0.0000
Charge: +2

=====

3.
# C36H44As2F6N6O2S5Si3Y

C36H44As2F6N6O2S5Si3Y as an isolated structure (ωB97M-V/def2-TZVPD, OMol25).

```
105
C36H44As2F6N6O2S5Si3Y | OMol25 | ωB97M-V/def2-TZVPD
Y 0.1256 -0.0196 0.3049
As 0.2241 0.6756 3.7934
As -0.3838 -2.8134 0.6208
S 4.7249 0.3286 -0.9064
S 2.7132 -0.6491 1.1653
S 4.6378 4.7814 2.8216
S 2.8286 3.2874 0.9675
S 0.1335 3.3889 -0.3950
Si 1.1468 -4.0754 1.9757
Si -0.7596 -4.3405 -1.1717
Si -2.5119 -3.1771 1.6847
F 0.2686 2.2380 4.5074
F -0.0502 -0.2200 5.2262
F -1.4827 0.8530 3.5553
F 0.4833 1.4395 2.1484
F 1.9181 0.4855 3.9355
F 0.1190 -0.7735 2.7467
O -1.5846 0.2683 -3.7674
O -3.5617 -0.5170 -1.9086
N 2.2090 0.9020 -0.9066
N -1.3177 -0.0910 -1.5020
N -2.0130 1.3634 0.6392
N 2.2578 5.5867 1.8027
N 1.2044 5.2694 1.0774
N 1.0292 -1.2893 -2.0010
C -4.6388 2.1063 1.1429
C 0.9066 -0.8521 -4.3522
C -1.7599 -5.8302 -0.6248
C 2.2252 -1.8416 -2.1962
C 1.3663 -3.2588 3.6351
C -2.6780 -4.8299 2.5544
C -1.7488 -3.5104 -2.5254
C 0.8919 -4.9766 -1.8047
C 4.0381 2.4675 -4.2833
C 3.1191 0.2410 -0.2296
C -2.2953 2.3026 1.5440
C -3.8436 -3.0581 0.3714
C 2.7885 -4.2881 1.0939
C 1.9972 2.1566 -3.0248
C 1.0451 7.2062 3.1193
C 2.0652 9.2948 3.7331
C -4.3551 1.1545 0.1769
C 2.6618 2.6539 -4.1281
C 0.5944 -5.8390 2.3026
C 2.7235 1.4612 -2.0621
C 4.1004 1.2672 -2.2308
C -3.5912 2.7140 1.8099
C 4.7683 1.7719 -3.3377
C 0.3949 -0.7985 -3.0644
C 2.8221 -1.9326 -3.4405
C -3.0271 0.8492 -0.0638
C -2.6736 -0.0016 -1.2638
C 2.1479 -1.4295 -4.5430
C 2.2191 6.8538 2.4756
C 0.9742 8.4362 3.7506
C 3.2949 4.6551 1.9211
C 3.3154 7.6968 2.4387
C 3.2278 8.9258 3.0753
C -2.8174 -1.8439 2.9447
C 1.3206 4.0291 0.5524
C -0.9481 -0.1584 -2.8297
H -3.6025 -2.4261 -0.4763
H -3.7601 3.4863 2.5452
H 4.2133 7.4063 1.9174
H 0.3257 -0.4252 -5.1553
H 0.9301 2.2909 -2.9142
H 1.8556 -3.9974 4.2721
H 0.4256 -2.9731 4.1043
H 1.9981 -2.3748 3.5929
H -1.6402 -6.5866 -1.4027
H 0.2144 -6.3667 1.4320
H -2.0514 -1.7827 3.7138
H -3.7686 -2.0791 3.4256
H -3.0480 -5.6018 1.8852
H -1.6831 -2.4286 -2.5404
H 0.0647 8.7198 4.2600
H -4.1079 -4.0407 -0.0119
H 3.0901 -3.4539 0.4733
H 0.2059 6.5277 3.1226
H 2.0065 10.2521 4.2305
H -5.6617 2.3883 1.3537
H 1.7581 -4.4945 -1.3692
H -0.1274 -5.9341 3.1125
H 2.1078 3.1924 -4.8808
H 0.9491 -4.8392 -2.8838
H -1.4534 -6.2774 0.3173
H 3.7986 -2.3838 -3.5308
H -3.4104 -4.6915 3.3499
H 5.8305 1.6213 -3.4609
H -1.4214 -3.8839 -3.4963
H -2.8181 -5.5984 -0.5560
H -2.8027 -3.7525 -2.4120
H -1.7617 -5.1963 3.0187
H 3.5496 -4.3921 1.8697
H 2.5865 -1.4780 -5.5286
H 4.0758 9.5948 3.0509
H 1.5039 -6.3555 2.6161
H 0.9695 -6.0438 -1.5933
H 2.7327 -2.2004 -1.3116
H -2.9087 -0.8559 2.4990
H -5.1115 0.6753 -0.4258
H -1.4543 2.7331 2.0684
H 2.7844 -5.2046 0.5061
H 4.5382 2.8684 -5.1528
H -4.7387 -2.6422 0.8374
```

Values from the calculation:
HOMO energy (spin up / spin down) in eV: -7.920 / -7.917
Orbital gap (spin up / spin down) in eV: 7.7 / 5.2
Total energy in eV: -267929.057
Multiplicity: 2
Energy above the lowest of the compared OMol25 structures with the same formula, charge and spin in eV: 0.0000

=====

4.
# C36H44AuGeN4O2Se

C36H44AuGeN4O2Se as an isolated structure (ωB97M-V/def2-TZVPD, OMol25).

```
89
C36H44AuGeN4O2Se | OMol25 | ωB97M-V/def2-TZVPD
Au 1.1864 0.7692 -0.0217
Se 0.9277 -1.2791 1.2189
Ge 2.0588 -0.7426 -1.8916
O -1.7429 2.0222 0.7094
O 3.0173 2.9655 -1.2317
N -0.7426 2.4408 0.1445
N 1.7538 2.7248 -0.7307
N -1.8936 -1.2291 1.8797
N -0.7259 0.1568 3.1096
C -2.6307 1.0278 4.5370
C -4.7373 -0.0233 3.9231
C -0.8060 -1.5559 -2.1052
C -1.8126 -2.3704 -2.6000
C -0.6720 -0.7259 2.0963
C 0.7687 0.4801 5.0974
C -3.9887 0.8715 4.7084
C -2.5566 -3.6076 1.5552
C 0.8352 -2.8798 -3.2529
C -1.4663 4.6428 -0.5872
C 4.4938 1.4725 -4.4309
C 0.3582 1.5972 -3.5207
C 3.5069 -1.7500 -1.0909
C 3.6690 2.3672 -5.0485
C 1.2663 4.8728 -1.7809
C -2.0398 0.2474 3.5449
C -0.1709 -3.6991 -3.7461
C -0.4518 -4.8516 0.8513
C 2.6282 0.5986 -3.1485
C -2.7787 -0.6379 2.7707
C -0.4656 3.5355 -0.4646
C 0.4072 -2.0608 5.2178
C 1.7454 1.5240 -3.7903
C 1.4059 -0.9084 5.1784
C 0.0988 3.3898 -5.1146
C 0.9112 3.6551 -1.0045
C -2.2921 -2.2535 0.9055
C -1.4941 -3.4487 -3.4152
C -1.2820 -4.3132 2.0121
C 0.5250 -1.8018 -2.4215
C 3.9688 0.5991 -3.4594
C -4.1532 -0.7917 2.9403
C 0.3694 0.9391 3.6984
C 2.2839 2.4184 -4.7479
C -0.4440 2.4993 -4.1654
C 1.4340 3.3462 -5.3988
H 0.4313 -5.3789 1.2118
H 5.5455 1.4316 -4.6785
H 1.8616 -3.0927 -3.5347
H -0.5472 4.0888 -5.6290
H 2.1102 -1.0373 4.3504
H 0.9188 -3.0168 5.3279
H -3.0659 -4.2258 0.8116
H 3.6247 2.5548 -0.6024
H -5.8011 -0.1068 4.0972
H -1.0421 5.5854 -0.2414
H 1.8619 4.0112 -6.1388
H -4.4965 1.4511 5.4669
H -2.3508 4.4158 0.0020
H 1.2152 0.8629 3.0173
H -1.0341 -5.5556 0.2545
H -1.5554 -5.1325 2.6783
H 1.4694 1.2321 5.4668
H -3.2569 -3.4857 2.3847
H 0.4110 5.1911 -2.3721
H 4.0638 3.0540 -5.7873
H 4.3448 -1.1277 -0.7851
H -1.5089 2.5133 -3.9679
H -0.0917 0.9085 -2.8158
H -3.1761 -1.8637 0.3992
H -0.1113 -4.0576 0.1816
H 1.5202 5.6845 -1.0931
H 4.6489 -0.0878 -2.9677
H -2.0618 1.7193 5.1422
H -1.4865 -2.3305 0.1781
H -1.0705 -0.7013 -1.4878
H 2.0079 -0.9487 6.0872
H 3.8520 -2.4547 -1.8518
H 3.1532 -2.3317 -0.2412
H 0.0320 1.9771 3.7096
H 0.0804 -4.5318 -4.3890
H -2.2769 -4.0887 -3.7996
H 2.1152 4.6939 -2.4320
H -0.2730 -1.9540 6.0649
H -0.0980 0.5253 5.7623
H -4.7355 -1.4735 2.3365
H -1.7651 4.7708 -1.6290
H -2.8477 -2.1632 -2.3595
H -0.2072 -2.1247 4.3180
H -0.6805 -3.6329 2.6252
```

Values from the calculation:
HOMO energy (spin up / spin down) in eV: -13.305 / -13.311
Orbital gap (spin up / spin down) in eV: 6.3 / 5.9
Total energy in eV: -173640.708
Multiplicity: 2
Energy above the lowest of the compared OMol25 structures with the same formula, charge and spin in eV: 0.0000
Charge: +2

=====

5.
# C36H44Cl4CrGeN3O2PSb

C36H44Cl4CrGeN3O2PSb as an isolated structure (ωB97M-V/def2-TZVPD, OMol25).

```
93
C36H44Cl4CrGeN3O2PSb | OMol25 | ωB97M-V/def2-TZVPD
Sb 3.7236 -0.4563 -0.2558
Ge -2.4239 2.9677 -0.1589
Cr -0.3306 -0.0245 0.4024
Cl -4.4005 2.7466 0.9246
Cl -1.9315 5.1167 0.2853
Cl -1.0788 2.0961 1.6312
Cl -2.6494 -0.3940 -0.2370
P -0.7098 -2.7181 -0.4303
O -0.1945 1.1661 -1.2361
O 1.5575 1.1701 0.0549
N -0.1691 -0.9166 2.0431
N -0.1105 -4.1977 5.0442
N 1.9617 -0.3634 5.8425
C 0.1505 -3.1220 4.7191
C -3.2823 -1.9401 0.1956
C 0.0613 -1.5120 -2.7992
C 3.5877 0.2910 2.7076
C 0.2839 -5.0248 -1.7797
C 4.5265 -0.5347 -3.2195
C -5.0834 -3.2865 0.9817
C -0.0410 -1.1520 -4.1331
C -0.0674 -4.4297 -0.5723
C 2.6591 -2.9244 1.2728
C -2.1380 -2.3182 -4.2790
C -4.2618 -4.4024 0.9024
C -2.9540 -4.2849 0.4647
C 1.3323 3.0031 -1.4930
C 0.1038 -1.3247 3.0986
C 0.5969 -6.4420 0.5911
C 3.7780 -2.6949 0.2698
C 0.8776 1.7196 -0.8730
C 4.3393 2.1796 1.2709
C 1.2856 -1.0069 5.1649
C 4.4891 0.6908 1.5475
C -4.5914 -2.0424 0.6278
C 0.9249 -7.0369 -0.6203
C 5.6699 1.2888 -1.9538
C 5.1135 -3.1143 0.8570
C 3.4893 -3.4230 -1.0346
C -2.4322 -3.0457 0.0940
C 0.1244 -5.1411 0.6162
C -2.0286 -2.6943 -2.9491
C 6.4776 -1.0699 -1.7408
C -1.1444 -1.5529 -4.8714
C 0.4961 -1.8144 4.3146
C -0.9286 -2.2856 -2.2001
C 5.9426 0.3273 1.8077
C 5.2664 -0.1773 -1.9353
C 0.7726 -6.3238 -1.7996
H 3.7472 -0.7450 3.0076
H 4.9670 2.5124 0.4443
H 6.2804 1.4833 -2.8404
H 6.5953 0.6801 1.0078
H -3.0061 -2.6216 -4.8489
H 3.3023 2.4264 1.0495
H 0.7121 -6.9877 1.5184
H -6.1034 -3.3820 1.3261
H 2.3183 2.8654 -1.9391
H -1.2321 -1.2639 -5.9101
H 1.0324 -6.7823 -2.7449
H 4.7980 1.9436 -1.9989
H 5.1126 -4.2001 0.9932
H 4.6357 2.7321 2.1666
H 2.8900 -2.4624 2.2324
H 5.1785 -0.3737 -4.0830
H 6.2685 0.8022 2.7372
H -2.3320 -5.1652 0.4085
H -4.6414 -5.3749 1.1841
H 6.9523 -0.9054 -0.7733
H 1.7095 -2.5173 0.9244
H 6.2124 -2.1228 -1.8286
H 6.2623 1.5545 -1.0788
H 1.4118 3.7608 -0.7129
H 3.6428 0.0934 -3.3497
H 5.9494 -2.8547 0.2096
H -5.2090 -1.1562 0.6857
H 0.7299 -0.5508 -4.5972
H 2.5348 0.4335 2.4559
H 2.5267 -3.9968 1.4387
H 4.2732 -3.2572 -1.7746
H 0.6176 3.3332 -2.2415
H 2.5310 -3.1097 -1.4538
H -2.7979 -3.3004 -2.4865
H 3.8038 0.9144 3.5787
H 1.2980 -8.0521 -0.6429
H -0.1094 -4.6678 1.5647
H 0.1701 -4.4800 -2.7077
H 3.4288 -4.5005 -0.8544
H 7.2155 -0.8516 -2.5189
H 6.0819 -0.7468 1.9229
H 0.9144 -1.1894 -2.2077
H 5.2788 -2.6623 1.8346
H 4.2137 -1.5791 -3.2267
```

Values from the calculation:
HOMO energy (spin up / spin down) in eV: -7.575 / -7.583
Orbital gap (spin up / spin down) in eV: 7.5 / 4.3
Total energy in eV: -197467.069
Multiplicity: 6
Energy above the lowest of the compared OMol25 structures with the same formula, charge and spin in eV: 0.8350